C4H2N6O4 as an isolated structure in a non-equilibrium geometry, computed with the ωB97M-V functional and the def2-TZVPD basis.

The geometry in XYZ format:
```
16
Properties=species:S:1:pos:R:3:lowdin_charge:R:1
C 0.30268 -0.19572 -0.14250 -0.03
C 0.24056 0.15066 1.40025 -0.16
C 1.70546 -0.55715 0.25882 -0.23
C -0.48742 -1.42624 0.10245 -0.32
N 1.63644 -0.18923 1.47822 0.22
N -0.67212 -1.05948 1.56577 0.06
N 0.33701 -2.50715 0.66845 0.16
N 0.10206 -2.12112 1.84284 0.10
N 2.68051 -1.30558 -0.42076 -0.35
N -1.67048 -1.81756 -0.62873 -0.34
O 3.68512 -1.36720 0.21904 0.15
O -1.79679 -1.28343 -1.70858 0.12
O 2.44428 -1.82552 -1.50163 0.12
O -2.40895 -2.58309 -0.12674 0.16
H 0.02372 0.57531 -0.87452 0.17
H -0.09168 1.00118 2.07118 0.17
```

Computed properties:
Strongest force on any atom (eV/Å): 3.93
Frontier orbital gap (eV): 9.3
Net charge: 0
Energy above the lowest of the compared OMol25 structures with the same formula, charge and spin (kcal/mol): 44.7
2S+1: 1



C3H6BrNO2S as an isolated structure in a non-equilibrium geometry, computed with the ωB97M-V functional and the def2-TZVPD basis.

The geometry in XYZ format:
```
14
Properties=species:S:1:pos:R:3:lowdin_charge:R:1
C 0.14780 -1.26370 -0.33749 -0.13
C 0.09492 -1.25116 1.13070 -0.12
C -0.61389 -0.10536 0.32570 -0.98
N -0.38625 1.89854 -1.30654 -0.09
O -0.74576 2.45840 1.04078 -0.34
O 1.55744 1.55478 0.52865 -0.34
S 0.06960 1.57262 0.29587 0.58
Br -2.39998 0.12996 0.28973 0.88
H 1.03011 -0.94411 -0.92011 0.12
H -0.59000 -1.83831 -0.86723 0.10
H -0.57860 -1.87425 1.65685 0.09
H 0.82029 -0.99735 1.91519 0.12
H -0.65042 2.78073 -1.64771 0.05
H 0.28922 1.63263 -2.00853 0.07
```

Computed properties:
Strongest force on any atom (eV/Å): 3.98
Frontier orbital gap (eV): 10.6
Net charge: 0
Energy above the lowest of the compared OMol25 structures with the same formula, charge and spin (kcal/mol): 6.3
2S+1: 1



C9H4BrErNO4 as an isolated structure in a non-equilibrium geometry, computed with the ωB97M-V functional and the def2-TZVPD basis.

The geometry in XYZ format:
```
20
Properties=species:S:1:pos:R:3:mulliken_spin:R:1
O 0.63884 -3.06500 -1.89548 0.00
C 0.65898 -1.91499 -1.94329 -0.01
Er 0.71856 0.39323 -1.36048 3.03
O -2.24948 0.32297 -3.50754 0.00
C -1.26491 0.33687 -2.91855 -0.01
C 2.52291 0.36657 -2.94153 -0.01
O 3.49461 0.38175 -3.53959 0.00
C 0.57352 2.64949 -1.87489 -0.01
O 0.56489 3.79917 -1.88655 0.00
Br -1.57426 -3.08613 2.85408 0.00
C -0.94445 -1.44435 2.28012 0.00
C -0.75930 -0.31683 3.08335 0.00
C -0.27136 0.89924 2.63132 0.00
C 0.06606 0.99180 1.26766 -0.01
N -0.17211 -0.11526 0.55580 0.00
C -0.62323 -1.33935 0.91904 0.00
H -1.02442 -0.43886 4.11417 0.00
H -0.13497 1.77279 3.24667 0.00
H 0.47158 1.91391 0.78009 0.00
H -0.69146 -2.10701 0.13556 0.00
```

Computed properties:
Strongest force on any atom (eV/Å): 7.45
Frontier orbital gap (alpha / beta) (eV): 5.0 / 5.1
Net charge: +3
⟨S²⟩: 3.753
2S+1: 4



A 10-piece molecular cluster, C3H25NO10S overall in a non-equilibrium geometry, computed with the ωB97M-V functional and the def2-TZVPD basis.

The geometry in XYZ format:
```
40
Properties=species:S:1:pos:R:3:lowdin_charge:R:1
C 0.92946 1.67955 0.65996 -0.27
C 0.61799 1.05089 1.99406 -0.77
S 2.02955 1.22905 3.10137 0.11
N -0.35227 1.72978 -0.20649 -0.06
C -1.05668 2.95715 -0.04100 -0.32
O -1.88006 3.07969 1.11552 -0.09
H 1.50936 2.60205 0.56270 0.11
H 1.56972 1.01198 0.11755 0.05
H 0.45570 -0.04580 1.92723 0.03
H -0.13882 1.42358 2.62474 -0.02
H -1.03796 0.91309 0.00937 0.10
H -1.65415 2.97088 -0.90610 0.09
H -0.54584 3.88176 0.16850 0.11
H -1.30588 -1.56426 0.18216 0.05
H -1.26580 -2.99828 0.99555 0.05
O -0.71370 -2.51385 0.37314 -0.17
H 0.59867 -3.15026 -2.07846 0.02
H -0.69860 -3.20068 -1.28460 -0.02
O -0.31469 -3.45169 -2.13167 -0.08
H 1.72586 -1.99471 1.60045 -0.02
H 0.84336 -2.68578 0.56874 0.02
O 1.80805 -2.51362 0.85938 -0.07
H 3.40381 0.01065 -0.72287 -0.08
H 3.67542 -0.04533 0.67590 -0.02
O 3.76509 0.49663 -0.06356 -0.03
H -2.01719 1.06241 2.60718 0.05
H -2.50427 2.34611 1.11252 0.02
O -2.92371 0.89010 2.21259 -0.14
H 0.31229 0.35202 -3.16501 0.04
H 0.48568 0.95252 -1.82930 -0.04
O 0.99119 0.77690 -2.60147 -0.06
H 2.02525 -1.66358 -0.57900 -0.01
H 1.96639 -0.77523 -1.83883 -0.08
O 2.45171 -1.33360 -1.37547 -0.02
H -1.27574 -1.29987 -2.61895 -0.03
H -1.92058 -0.45525 -1.49620 -0.01
O -1.80539 -0.53996 -2.47787 -0.09
H -2.59053 0.35088 1.45718 -0.06
H -2.97479 -1.08774 0.29139 0.07
O -2.18792 -0.44820 0.19969 -0.36
```

Computed properties:
Strongest force on any atom (eV/Å): 6.65
Frontier orbital gap (eV): 5.1
Net charge: -2
Energy above the lowest of the compared OMol25 structures with the same formula, charge and spin (kcal/mol): 18.2
2S+1: 1



A 8-piece molecular cluster, C9H3Cl29FN4 overall in a non-equilibrium geometry, computed with the ωB97M-V functional and the def2-TZVPD basis.

The geometry in XYZ format:
```
46
Properties=species:S:1:pos:R:3:lowdin_charge:R:1
F -1.48627 -1.09295 1.02475 0.01
C -2.40064 0.05870 1.20753 0.01
N -3.92981 -0.14225 1.26179 0.13
C -4.33116 1.31116 1.43139 -0.28
N -5.68828 1.51858 1.53564 -0.37
Cl -6.70958 0.12098 1.43540 0.73
N -3.20922 2.32821 1.46036 0.07
N -2.05233 1.54146 1.34821 0.06
H -6.00885 2.50981 1.65678 0.13
H -3.28634 3.38133 1.54041 0.17
H -1.06223 1.87209 1.34959 0.07
C 0.59040 -3.53942 2.92826 -2.00
Cl 0.97998 -4.04933 1.26617 0.48
Cl 1.03666 -1.82805 3.14446 0.49
Cl -1.15649 -3.73864 3.21659 0.52
Cl 1.50154 -4.54161 4.08596 0.54
C 1.79045 -5.15192 -2.71545 -1.96
Cl 2.39464 -5.26243 -1.04300 0.45
Cl 1.02354 -3.56330 -2.96611 0.48
Cl 3.14969 -5.34111 -3.85172 0.50
Cl 0.59378 -6.44080 -3.00104 0.54
C 1.79040 2.60523 0.01313 -1.99
Cl 1.39703 1.29972 1.15998 0.52
Cl 1.54770 2.02455 -1.65377 0.54
Cl 0.72702 4.00233 0.31607 0.50
Cl 3.48996 3.09432 0.23013 0.55
C -3.30959 2.77833 5.26312 -2.00
Cl -3.24290 3.52678 6.87858 0.56
Cl -3.84369 1.08527 5.41458 0.53
Cl -4.46040 3.67486 4.24023 0.51
Cl -1.69131 2.82629 4.51904 0.51
C -0.30960 -2.55396 -7.07563 -2.00
Cl 0.07998 -3.06387 -8.73772 0.52
Cl 0.13666 -0.84259 -6.85943 0.50
Cl -2.05649 -2.75318 -6.78730 0.51
Cl 0.60154 -3.55615 -5.91793 0.47
C 1.19040 8.38774 -0.26725 -2.02
Cl 1.09820 10.16471 -0.35792 0.53
Cl 2.81494 7.90460 0.28240 0.51
Cl -0.02917 7.78773 0.88474 0.48
Cl 0.87772 7.69380 -1.87830 0.51
C 6.29040 -5.20741 -1.19656 -2.00
Cl 6.02610 -4.23180 -2.66376 0.49
Cl 5.83854 -4.25458 0.23961 0.50
Cl 5.28794 -6.67836 -1.27285 0.49
Cl 8.00912 -5.66488 -1.08912 0.53
```

Computed properties:
Strongest force on any atom (eV/Å): 8.59
Frontier orbital gap (eV): 8.2
Net charge: +1
2S+1: 1



Question: Which formula does entry 1 have?
Answer: C4H2N6O4